Molecular formula: C58H58N4OP2Re
Method: DFT, the ωB97M-V functional and the def2-TZVPD basis

Summary:
DFT total energy, Ha: -3298.9856
ΔE to the lowest compared entry with this formula, charge and spin, kcal per mole: 1.2
HOMO energy (alpha / beta), eV: -18.418 / -18.408
HOMO-LUMO gap (alpha / beta), eV: 5.44 / 5.85

```
! RIJCOSX wB97M-V def2-TZVPD def2/J DEFGRID3
* xyz 4 2
Re -0.48 -0.57 -0.03
C 6.40 -0.49 -1.84
C 5.52 0.74 -1.61
C 6.10 1.56 -0.44
C 5.50 1.60 -2.89
C 4.10 0.37 -1.28
C 3.62 -0.95 -1.28
C 2.31 -1.21 -0.99
N 1.41 -0.24 -0.70
C 1.85 1.06 -0.70
C 3.16 1.37 -0.97
C 0.82 2.07 -0.35
C 1.02 3.43 -0.41
C 0.01 4.32 -0.04
C -1.20 3.76 0.36
C -1.35 2.39 0.39
N -0.36 1.54 0.05
C 0.26 5.82 -0.08
C -1.01 6.61 0.21
C 1.32 6.13 1.00
C 0.80 6.21 -1.46
H 7.41 -0.17 -2.06
H 6.06 -1.08 -2.69
H 6.45 -1.13 -0.96
H 7.14 1.80 -0.66
H 6.07 1.00 0.50
H 5.58 2.51 -0.30
H 6.52 1.89 -3.13
H 4.92 2.52 -2.76
H 5.09 1.05 -3.73
H 4.28 -1.77 -1.51
H 1.94 -2.22 -0.98
H 3.47 2.40 -0.94
H 1.98 3.81 -0.75
H -2.04 4.37 0.64
H -2.29 1.94 0.66
H -1.40 6.43 1.22
H -1.80 6.41 -0.52
H -0.79 7.68 0.16
H 0.94 5.90 2.00
H 1.55 7.19 0.97
H 2.24 5.58 0.83
H 0.11 5.92 -2.26
H 1.78 5.78 -1.67
H 0.91 7.30 -1.50
O -2.30 -0.47 1.28
C -3.64 -0.70 0.82
C -4.65 -1.05 1.69
C -5.94 -1.17 1.17
C -6.20 -0.94 -0.17
C -5.15 -0.66 -1.03
C -3.85 -0.55 -0.54
P -2.42 -0.71 -1.63
C -2.62 -2.32 -2.42
C -3.43 -3.30 -1.86
C -3.58 -4.52 -2.51
C -2.93 -4.75 -3.72
C -2.12 -3.77 -4.28
C -1.96 -2.56 -3.64
C -2.43 0.47 -2.99
C -3.37 0.24 -4.01
C -3.51 1.15 -5.05
C -2.71 2.28 -5.10
C -1.77 2.51 -4.10
C -1.63 1.62 -3.05
C -2.14 0.08 2.59
C -3.05 0.96 3.14
C -2.81 1.42 4.43
C -1.68 1.02 5.15
C -0.76 0.19 4.55
C -0.98 -0.29 3.26
P 0.29 -1.05 2.25
C 1.76 -0.02 2.50
C 1.60 1.35 2.70
C 2.70 2.15 2.94
C 3.97 1.59 2.98
C 4.14 0.22 2.79
C 3.04 -0.59 2.55
C 0.62 -2.73 2.75
C 0.00 -3.23 3.90
C 0.24 -4.54 4.30
C 1.09 -5.35 3.56
C 1.70 -4.86 2.41
C 1.47 -3.55 2.01
H -4.48 -1.20 2.75
H -6.74 -1.44 1.84
H -7.21 -1.01 -0.55
H -5.33 -0.56 -2.10
H -3.98 -3.12 -0.94
H -4.24 -5.27 -2.10
H -3.08 -5.69 -4.24
H -1.63 -3.95 -5.23
H -1.35 -1.79 -4.09
H -3.99 -0.64 -4.00
H -4.24 0.96 -5.82
H -2.81 2.98 -5.92
H -1.13 3.38 -4.15
H -0.89 1.82 -2.31
H -3.94 1.27 2.62
H -3.52 2.11 4.89
H -1.53 1.38 6.16
H 0.16 -0.08 5.07
H 0.61 1.79 2.71
H 2.57 3.21 3.13
H 4.83 2.21 3.20
H 5.12 -0.22 2.87
H 3.18 -1.66 2.45
H -0.66 -2.61 4.49
H -0.23 -4.92 5.20
H 1.28 -6.37 3.88
H 2.37 -5.49 1.84
H 1.97 -3.18 1.12
C -1.64 -5.98 0.87
N -1.11 -4.79 0.19
C -0.46 -4.78 -1.02
C -0.15 -3.48 -1.27
N -0.59 -2.70 -0.21
C -1.18 -3.54 0.64
H -0.81 -6.59 1.23
H -2.24 -6.55 0.16
H -2.26 -5.67 1.70
H -0.28 -5.67 -1.58
H 0.33 -3.06 -2.14
H -1.66 -3.27 1.56
*
```


Molecular formula: C58H66BFN5O29P2
Method: DFT, the ωB97M-V functional and the def2-TZVPD basis

Summary:
DFT total energy, Ha: -5512.6463
HOMO energy, eV: -9.241
HOMO-LUMO gap, eV: 5.92

```
! RIJCOSX wB97M-V def2-TZVPD def2/J DEFGRID3
* xyz 1 1
C -2.53 -0.53 -4.90
C -1.54 -1.72 -4.69
O -0.37 -1.19 -3.97
B -0.04 -2.05 -2.93
O 0.79 -3.17 -3.11
N -0.48 -1.83 -1.50
C -1.17 -2.98 -0.85
C -2.57 -2.66 -0.22
C -3.71 -2.45 -1.26
C -3.97 -3.28 -2.43
C -5.12 -2.96 -3.29
C -6.03 -1.85 -3.03
C -5.76 -1.01 -1.87
C -4.63 -1.33 -1.03
C -0.18 -0.69 -0.92
N 0.50 0.45 -1.41
C 1.40 0.93 -0.30
F 1.31 2.34 -0.49
C 2.89 0.46 -0.57
C 3.80 1.60 -1.19
O 4.82 0.90 -1.94
C 4.47 2.37 0.02
N 4.66 3.82 -0.21
C 0.70 0.40 0.99
C 1.41 -0.79 1.78
O 2.40 -0.28 2.68
C 2.55 -1.27 3.71
P 0.11 1.59 2.34
C 1.31 3.00 2.64
C 2.24 2.83 3.92
C -0.39 0.71 3.92
C -1.53 1.57 4.61
N -0.51 -0.32 0.44
P -1.74 1.02 0.24
N -3.05 0.81 1.39
O -2.50 0.87 -1.28
H -1.89 0.38 -5.10
H -3.21 -0.72 -5.77
H -3.10 -0.29 -3.96
H -1.24 -2.21 -5.66
H -1.96 -2.54 -4.04
H 0.72 -3.49 -4.02
H -1.34 -3.77 -1.63
H -0.49 -3.46 -0.10
H -2.86 -3.58 0.38
H -2.59 -1.81 0.50
H -3.33 -4.16 -2.66
H -5.37 -3.60 -4.18
H -6.92 -1.62 -3.65
H -6.40 -0.15 -1.56
H -4.45 -0.70 -0.13
H 1.19 0.33 -2.16
H 2.93 -0.44 -1.24
H 3.41 0.14 0.38
H 3.28 2.25 -1.92
H 5.66 0.90 -1.45
H 3.76 2.27 0.89
H 5.43 1.88 0.37
H 4.94 4.20 0.70
H 5.49 3.90 -0.81
H 0.65 -1.47 2.25
H 1.93 -1.42 0.99
H 3.34 -0.89 4.41
H 1.62 -1.41 4.31
H 2.86 -2.27 3.28
H 0.68 3.92 2.82
H 1.96 3.24 1.77
H 1.91 2.06 4.64
H 3.29 2.67 3.55
H 2.25 3.83 4.44
H 0.46 0.45 4.60
H -0.85 -0.28 3.64
H -1.45 2.62 4.22
H -1.38 1.63 5.71
H -2.52 1.11 4.39
H -3.92 1.12 0.93
H -2.86 1.54 2.09
H -1.95 1.35 -1.93
C -1.29 -2.53 7.21
C -1.99 -2.77 8.32
C -1.85 -1.91 9.53
O -2.53 -2.15 10.51
C -0.90 -0.80 9.48
C -0.19 -0.57 8.37
C -0.35 -1.41 7.15
O 0.30 -1.15 6.15
O 0.69 0.44 8.30
O -2.86 -3.80 8.40
H -1.38 -3.15 6.32
H -0.79 -0.20 10.37
H 1.07 0.40 7.40
H -3.23 -3.75 9.29
C -2.70 5.34 0.40
C -2.48 6.36 -0.42
C -1.91 7.66 0.07
O -1.71 8.56 -0.72
C -1.64 7.78 1.50
C -1.87 6.75 2.33
C -2.40 5.45 1.83
O -2.58 4.53 2.61
O -1.62 6.85 3.65
O -2.75 6.28 -1.74
H -3.11 4.40 0.06
H -1.25 8.73 1.85
H -1.86 5.98 4.02
H -2.50 7.15 -2.11
C -5.53 2.21 5.92
C -5.19 3.22 5.11
C -6.18 4.27 4.71
O -5.82 5.19 3.99
C -7.55 4.15 5.21
C -7.89 3.13 6.02
C -6.89 2.10 6.44
O -7.24 1.21 7.18
O -9.14 3.00 6.48
O -3.94 3.35 4.62
H -4.82 1.45 6.21
H -8.26 4.90 4.90
H -9.12 2.19 7.04
H -3.96 4.16 4.07
C 9.86 0.63 -0.95
C 10.96 0.94 -1.64
C 10.92 1.13 -3.12
O 11.94 1.44 -3.71
C 9.64 0.95 -3.80
C 8.54 0.63 -3.11
C 8.58 0.46 -1.63
O 7.55 0.19 -1.02
O 7.36 0.45 -3.73
O 12.15 1.09 -1.04
H 9.87 0.49 0.12
H 9.63 1.07 -4.88
H 6.72 0.23 -3.03
H 12.78 1.32 -1.75
C 8.95 -3.10 -5.55
C 9.98 -2.84 -4.73
C 10.32 -3.76 -3.60
O 11.27 -3.51 -2.89
C 9.48 -4.95 -3.40
C 8.45 -5.20 -4.22
C 8.13 -4.29 -5.36
O 7.20 -4.56 -6.09
O 7.67 -6.27 -4.05
O 10.75 -1.75 -4.87
H 8.70 -2.44 -6.37
H 9.73 -5.59 -2.57
H 7.00 -6.23 -4.77
H 11.41 -1.81 -4.16
C -7.52 -3.21 -7.22
C -8.56 -3.19 -8.07
C -9.22 -4.45 -8.52
O -10.17 -4.39 -9.28
C -8.70 -5.72 -8.02
C -7.66 -5.74 -7.17
C -7.01 -4.48 -6.71
O -6.08 -4.54 -5.92
O -7.16 -6.90 -6.70
O -9.04 -2.04 -8.56
H -7.03 -2.31 -6.89
H -9.18 -6.63 -8.37
H -6.42 -6.64 -6.11
H -9.78 -2.30 -9.15
*
```


Molecular formula: C58H70BN11OPS2Sc
Method: DFT, the ωB97M-V functional and the def2-TZVPD basis

Summary:
DFT total energy, Ha: -4852.8038
ΔE to the lowest compared entry with this formula, charge and spin, kcal per mole: 0.0
HOMO energy, eV: -12.027
HOMO-LUMO gap, eV: 6.50

```
! RIJCOSX wB97M-V def2-TZVPD def2/J DEFGRID3
* xyz 2 1
Sc -0.25 0.68 0.32
C -4.00 4.00 -2.06
C -2.61 3.50 -1.90
C -1.51 3.88 -2.63
C -0.43 3.15 -2.13
N -0.86 2.34 -1.13
N -2.21 2.58 -1.00
B -3.11 1.93 0.06
N -2.58 2.19 1.49
N -1.51 1.55 2.08
C -1.55 1.88 3.38
C -2.63 2.73 3.62
C -3.25 2.92 2.40
C -4.39 3.82 2.13
C -0.57 1.46 4.45
C -0.44 -0.06 4.50
C 0.81 2.07 4.15
C -1.02 1.97 5.82
N -3.25 0.42 -0.16
N -2.24 -0.48 -0.03
C -2.78 -1.70 -0.23
C -4.14 -1.56 -0.52
C -4.41 -0.21 -0.46
C -5.72 0.44 -0.73
C -2.08 -3.03 -0.23
C -3.02 -4.09 0.37
C -0.78 -3.02 0.59
C -1.81 -3.43 -1.69
C 0.97 3.32 -2.68
C 0.96 2.88 -4.15
C 1.32 4.81 -2.60
C 2.05 2.54 -1.93
H -4.03 4.75 -2.85
H -4.37 4.46 -1.14
H -4.68 3.19 -2.32
H -1.50 4.60 -3.42
H -4.18 2.41 -0.03
H -2.92 3.16 4.55
H -4.66 4.32 3.06
H -5.26 3.29 1.76
H -4.12 4.57 1.40
H -0.29 -0.47 3.49
H -1.33 -0.52 4.92
H 0.40 -0.35 5.12
H 1.24 1.59 3.27
H 1.47 1.90 5.00
H 0.73 3.14 3.99
H -1.99 1.56 6.11
H -1.08 3.06 5.84
H -0.30 1.67 6.58
H -4.85 -2.33 -0.73
H -6.46 -0.33 -0.93
H -5.66 1.09 -1.60
H -6.06 1.04 0.11
H -3.42 -3.75 1.32
H -2.47 -5.01 0.54
H -3.85 -4.31 -0.29
H -0.95 -3.47 1.56
H -0.43 -1.98 0.75
H -0.02 -3.59 0.07
H -2.73 -3.38 -2.26
H -1.42 -4.44 -1.73
H -1.09 -2.76 -2.17
H 0.12 3.32 -4.69
H 0.90 1.80 -4.24
H 1.88 3.22 -4.63
H 0.68 5.41 -3.25
H 2.35 4.98 -2.90
H 1.20 5.17 -1.57
H 1.68 1.55 -1.62
H 2.40 3.08 -1.06
H 2.90 2.40 -2.60
O 0.09 3.89 1.01
N 0.99 2.82 1.12
C 2.15 3.29 1.43
C 3.39 2.61 1.72
C 4.43 3.47 2.11
C 5.68 2.99 2.45
C 5.93 1.63 2.37
C 4.92 0.77 1.99
C 3.64 1.23 1.67
P 2.42 -0.07 1.25
C 2.43 -1.04 2.81
C 1.79 -2.28 2.79
C 1.73 -3.07 3.93
C 2.30 -2.62 5.11
C 2.93 -1.39 5.14
C 2.99 -0.59 4.01
C 3.59 -1.05 0.20
C 3.93 -0.52 -1.04
C 4.82 -1.17 -1.87
C 5.39 -2.37 -1.47
C 5.06 -2.90 -0.23
C 4.16 -2.26 0.60
H -0.81 3.54 0.91
H 2.20 4.37 1.54
H 4.24 4.53 2.17
H 6.45 3.67 2.76
H 6.91 1.24 2.61
H 5.13 -0.29 1.94
H 1.36 -2.65 1.87
H 1.23 -4.02 3.89
H 2.25 -3.22 6.00
H 3.37 -1.03 6.06
H 3.48 0.36 4.06
H 3.50 0.42 -1.36
H 5.07 -0.75 -2.83
H 6.08 -2.88 -2.11
H 5.50 -3.83 0.09
H 3.92 -2.69 1.56
S -2.60 -2.16 3.21
C -4.08 -1.44 3.27
N -4.32 -0.27 3.88
C -5.63 0.31 3.69
C -6.57 -0.86 3.44
S -5.54 -2.11 2.58
H -3.56 0.27 4.26
H -5.61 0.99 2.82
H -5.93 0.88 4.57
H -7.42 -0.62 2.81
H -6.92 -1.32 4.37
N 2.29 -4.11 -4.98
C 2.51 -4.48 -6.28
C 3.18 -5.54 -6.86
C 3.25 -5.55 -8.23
C 2.66 -4.55 -9.01
C 1.97 -3.50 -8.45
C 1.90 -3.45 -7.06
N 1.34 -2.53 -6.24
C 1.58 -2.93 -5.01
C 1.19 -2.19 -3.86
C 0.35 -1.07 -3.99
C -0.02 -0.35 -2.88
N 0.40 -0.64 -1.63
C 1.20 -1.71 -1.51
C 1.62 -2.49 -2.56
H 2.56 -4.64 -4.17
H 3.62 -6.33 -6.26
H 3.78 -6.35 -8.73
H 2.74 -4.61 -10.09
H 1.50 -2.73 -9.05
H 0.00 -0.82 -4.98
H -0.68 0.50 -2.98
H 1.52 -1.97 -0.51
H 2.27 -3.33 -2.36
*
```